Below is a 9-piece molecular cluster, C52H65F2NO27 overall, with properties calculated with wB97M-V/def2-TZVPD.

Atoms and positions in Å:
C  -2.46  3.03  -2.86
C  -2.81  2.78  -1.41
O  -2.21  3.73  -0.51
C  -0.93  3.40  -0.19
C  0.11  4.03  -0.72
C  1.48  3.64  -0.30
O  2.32  4.50  -0.15
C  1.67  2.17  -0.04
C  2.83  1.48  -0.35
C  4.01  2.17  -0.99
C  4.54  1.54  -2.28
C  3.63  1.74  -3.47
C  2.79  2.85  -3.65
C  1.99  2.90  -4.78
C  2.01  1.93  -5.75
C  2.85  0.82  -5.58
C  3.63  0.75  -4.44
C  2.87  0.11  -0.04
N  4.01  -0.73  -0.25
C  1.77  -0.52  0.52
F  1.81  -1.83  0.78
C  0.62  0.17  0.82
F  -0.43  -0.46  1.35
C  0.57  1.52  0.53
C  -0.68  2.30  0.80
O  -1.43  2.07  1.72
H  -1.46  2.65  -3.05
H  -3.14  2.43  -3.46
H  -2.50  4.08  -3.14
H  -3.88  2.82  -1.20
H  -2.50  1.76  -1.18
H  -0.01  4.82  -1.45
H  4.81  2.22  -0.25
H  3.79  3.21  -1.23
H  4.75  0.48  -2.21
H  5.50  2.02  -2.49
H  2.76  3.63  -2.90
H  1.32  3.74  -4.92
H  1.41  1.98  -6.65
H  2.86  0.03  -6.31
H  4.28  -0.11  -4.32
H  4.83  -0.13  -0.23
H  3.96  -1.11  -1.19
C  0.12  -3.13  -1.50
C  -0.26  -2.13  -2.56
C  0.61  -2.16  -3.78
O  0.48  -0.82  -4.28
C  0.23  -0.02  -3.21
O  0.26  1.17  -3.23
O  -0.06  -0.76  -2.11
H  -0.41  -2.92  -0.57
H  -0.10  -4.13  -1.82
H  1.19  -3.06  -1.27
H  -1.32  -2.24  -2.82
H  0.27  -2.88  -4.51
H  1.66  -2.34  -3.55
C  -2.75  -3.40  -8.94
C  -1.84  -3.96  -7.88
C  -2.01  -5.43  -7.59
O  -1.56  -5.52  -6.23
C  -1.79  -4.32  -5.65
O  -1.70  -4.10  -4.49
O  -2.13  -3.40  -6.58
H  -2.70  -2.31  -8.95
H  -2.46  -3.78  -9.92
H  -3.79  -3.68  -8.75
H  -0.80  -3.73  -8.11
H  -1.41  -6.07  -8.24
H  -3.06  -5.75  -7.63
C  -5.18  -6.27  0.84
C  -4.05  -5.35  0.45
C  -3.97  -5.02  -1.02
O  -2.57  -4.73  -1.19
C  -1.91  -5.44  -0.24
O  -0.73  -5.58  -0.20
O  -2.77  -5.97  0.66
H  -5.05  -6.61  1.87
H  -6.14  -5.76  0.75
H  -5.20  -7.16  0.21
H  -4.08  -4.43  1.05
H  -4.58  -4.16  -1.31
H  -4.22  -5.87  -1.66
C  2.22  4.84  4.01
C  3.54  5.56  3.97
C  4.06  5.87  2.59
O  5.48  5.94  2.81
C  5.75  5.14  3.87
O  6.85  4.82  4.19
O  4.62  4.74  4.49
H  2.02  4.48  5.02
H  1.42  5.50  3.69
H  2.24  3.96  3.35
H  3.49  6.46  4.59
H  3.69  6.81  2.19
H  3.86  5.07  1.87
C  6.16  1.20  3.28
C  6.84  0.57  2.09
C  8.25  0.08  2.34
O  8.81  0.16  1.02
C  8.15  1.14  0.35
O  8.48  1.58  -0.70
O  7.06  1.54  1.05
H  5.25  1.70  2.96
H  5.91  0.46  4.04
H  6.80  1.97  3.73
H  6.21  -0.23  1.68
H  8.29  -0.93  2.72
H  8.81  0.74  3.00
C  -8.01  3.44  -0.92
C  -7.84  1.98  -0.59
C  -6.78  1.26  -1.38
O  -7.25  -0.09  -1.35
C  -8.60  -0.04  -1.23
O  -9.32  -0.98  -1.35
O  -9.01  1.22  -0.95
H  -8.91  3.84  -0.46
H  -7.15  4.02  -0.57
H  -8.12  3.59  -2.00
H  -7.68  1.86  0.49
H  -5.79  1.34  -0.93
H  -6.73  1.59  -2.42
C  -8.62  -9.04  4.86
C  -8.12  -9.66  3.58
C  -6.62  -9.86  3.51
O  -6.39  -9.83  2.09
C  -7.37  -9.07  1.54
O  -7.37  -8.69  0.42
O  -8.33  -8.79  2.46
H  -9.66  -8.75  4.76
H  -8.52  -9.74  5.69
H  -8.06  -8.13  5.10
H  -8.65  -10.60  3.39
H  -6.29  -10.81  3.93
H  -6.06  -9.04  3.97
C  6.53  8.44  8.28
C  5.44  7.42  8.52
C  5.84  5.99  8.25
O  4.57  5.39  7.94
C  3.78  6.36  7.44
O  2.73  6.17  6.91
O  4.35  7.58  7.61
H  6.11  9.45  8.31
H  7.31  8.36  9.03
H  6.97  8.31  7.29
H  5.05  7.53  9.54
H  6.30  5.50  9.10
H  6.49  5.89  7.37

The LUMO energy comes out at -0.566 eV. For the HOMO energy, the calculation gives -8.712 eV. For the HOMO-LUMO gap, the calculation gives 8.15 eV. The charge is 0. As for the max |F|: 0.87 eV Å⁻¹. For the energy relative to the best compared isomer or geometry (same formula, charge and spin), the calculation gives 0.0 kJ/mol. The value obtained for the total energy is -4306.5710 Ha.